1.
# C33H51IrN2O3S2Si3

A structure of composition C33H51IrN2O3S2Si3 at a distorted geometry (ωB97M-V/def2-TZVPD, the OMol25 dataset).

Atoms and positions in Å:
Ir (0.150779, 0.085517, 0.090416)
O (1.510418, -0.939653, 1.273603)
S (2.727794, -1.790678, 1.619615)
C (2.338245, -3.467526, 1.035414)
C (2.419327, -3.712609, -0.467748)
C (1.421431, -4.752363, -0.982811)
C (-0.023456, -4.271061, -1.003841)
S (-0.401572, -2.792693, -1.985279)
O (0.400451, -1.638398, -1.392412)
C (0.443607, -3.212737, -3.492848)
C (-0.134586, -4.166536, -4.322112)
C (0.511049, -4.506764, -5.500184)
C (1.708432, -3.888538, -5.842745)
C (2.264918, -2.927554, -5.010507)
C (1.631971, -2.582291, -3.822518)
C (4.129043, -1.349047, 0.623809)
C (4.051056, -0.924566, -0.697948)
C (5.216331, -0.589212, -1.363718)
C (6.445395, -0.690606, -0.717787)
C (6.512892, -1.108388, 0.602613)
C (5.346739, -1.421743, 1.289684)
H (1.336879, -3.624206, 1.448815)
H (3.019081, -4.114932, 1.593937)
H (3.431598, -4.021938, -0.724344)
H (2.230093, -2.789663, -0.997171)
H (1.452175, -5.665812, -0.382889)
H (1.718011, -5.042063, -1.991535)
H (-0.404392, -4.011404, -0.017225)
H (-0.694156, -5.035307, -1.405119)
H (-1.079195, -4.633987, -4.063499)
H (0.074955, -5.249019, -6.156179)
H (2.205112, -4.154878, -6.766917)
H (3.196229, -2.448290, -5.285180)
H (2.050599, -1.838007, -3.156009)
H (3.090773, -0.830376, -1.187786)
H (5.172169, -0.247587, -2.390153)
H (7.353861, -0.432685, -1.246364)
H (7.468204, -1.172589, 1.107468)
H (5.386242, -1.712429, 2.334473)
C (-2.107419, 0.688908, -2.125049)
O (-1.531493, 0.860045, -0.824950)
Si (-2.228791, 1.661360, 0.542182)
C (-2.386181, 3.456009, 0.126377)
C (-3.959152, 1.026288, 0.722895)
C (-0.836305, 1.014175, 1.628540)
Si (-1.419028, -0.474225, 2.735230)
C (-3.061525, -0.029058, 3.506825)
C (-1.630971, -2.003567, 1.658366)
C (-0.283383, -0.952095, 4.133753)
Si (0.080317, 2.333701, 2.687068)
C (1.617096, 1.658634, 3.518467)
C (-1.039747, 3.009761, 4.020294)
C (0.623181, 3.785494, 1.638316)
H (-3.183016, 0.549467, -2.022367)
H (-1.688764, -0.204941, -2.585218)
H (-1.915111, 1.566551, -2.741714)
H (-3.193973, 3.568464, -0.604094)
H (-1.492843, 3.914951, -0.287212)
H (-2.687483, 4.020962, 1.012756)
H (-4.544768, 1.324085, -0.153218)
H (-4.429434, 1.508126, 1.585237)
H (-4.048265, -0.053516, 0.845059)
H (-3.911142, -0.285543, 2.873861)
H (-3.145542, 1.022578, 3.782292)
H (-3.152497, -0.615514, 4.426451)
H (-2.243825, -1.837112, 0.767401)
H (-2.083895, -2.817199, 2.234707)
H (-0.643363, -2.334997, 1.335600)
H (-0.367849, -0.262879, 4.976074)
H (0.764889, -1.030823, 3.862923)
H (-0.623693, -1.930006, 4.491773)
H (1.403967, 1.165530, 4.467462)
H (2.269799, 2.510034, 3.735093)
H (2.171471, 0.954860, 2.901015)
H (-1.412801, 2.246151, 4.704893)
H (-1.895560, 3.550401, 3.610322)
H (-0.468225, 3.723098, 4.622550)
H (1.219036, 3.490892, 0.775086)
H (1.253450, 4.425243, 2.264938)
H (-0.200352, 4.403769, 1.293374)
N (2.241559, 1.847169, -3.010480)
C (1.248510, 1.135449, -2.466501)
N (1.418140, 0.978776, -1.164433)
C (2.604131, 1.668391, -0.832847)
C (3.253044, 1.862061, 0.383601)
C (4.430852, 2.575341, 0.364468)
C (4.962775, 3.092478, -0.829388)
C (4.322725, 2.920289, -2.036041)
C (3.131317, 2.199797, -2.006426)
H (2.325384, 2.061573, -3.990312)
H (0.454732, 0.706005, -3.039431)
H (2.835112, 1.486298, 1.302717)
H (4.959392, 2.750388, 1.292554)
H (5.890143, 3.649321, -0.796311)
H (4.722818, 3.328550, -2.955343)

Atomic forces in eV per Å
Ir -0.836 -1.133 -0.176
O 0.218 0.296 0.136
S -0.096 -0.134 -0.054
C -0.017 0.081 -0.037
C 0.043 -0.076 0.021
C -0.001 0.031 0.001
C 0.023 0.022 0.009
S -0.071 0.026 0.161
O 0.382 0.076 -0.341
C -0.002 0.051 -0.052
C -0.046 0.013 0.009
C 0.021 -0.016 -0.019
C -0.009 -0.013 -0.012
C 0.006 0.012 0.031
C 0.028 -0.015 -0.035
C -0.028 0.003 0.045
C -0.019 -0.149 -0.023
C 0.042 -0.054 0.031
C -0.028 0.001 -0.006
C 0.006 0.021 0.038
C 0.035 -0.006 0.008
H 0.034 0.008 -0.009
H -0.014 0.041 0.025
H 0.026 -0.038 0.016
H 0.047 0.134 -0.059
H 0.023 0.012 0.017
H -0.019 -0.018 -0.024
H -0.043 -0.006 0.108
H 0.008 0.017 -0.033
H 0.037 0.027 -0.005
H 0.016 0.026 0.022
H -0.017 0.008 0.030
H -0.025 -0.017 0.013
H -0.003 -0.011 -0.034
H 0.030 -0.125 0.013
H 0.006 -0.005 0.013
H -0.013 -0.005 0.004
H -0.038 0.003 -0.020
H -0.003 0.005 -0.060
C 0.044 -0.131 0.035
O 0.075 0.138 -0.063
Si 0.090 0.103 0.128
C -0.081 0.054 -0.027
C -0.141 -0.030 -0.074
C 0.429 0.614 -0.030
Si -0.019 0.085 0.003
C -0.149 -0.105 0.044
C -0.036 -0.061 -0.086
C -0.009 0.010 0.025
Si -0.150 -0.071 0.044
C 0.044 -0.023 0.105
C -0.011 -0.015 0.062
C 0.059 -0.005 -0.017
H 0.013 0.009 0.014
H 0.027 0.029 0.006
H 0.034 0.011 0.006
H 0.016 -0.005 0.042
H 0.082 -0.012 -0.003
H 0.030 0.042 -0.025
H 0.046 -0.001 0.035
H -0.008 -0.057 -0.076
H 0.007 0.074 -0.068
H 0.097 -0.009 0.183
H 0.014 -0.003 0.006
H 0.015 0.039 -0.012
H -0.034 -0.015 0.029
H 0.006 0.071 -0.020
H 0.055 -0.124 -0.037
H 0.008 0.016 -0.032
H 0.098 -0.045 -0.039
H 0.024 0.038 -0.009
H -0.019 0.049 -0.045
H 0.011 -0.049 -0.005
H -0.031 -0.097 0.121
H 0.002 -0.006 -0.007
H -0.042 -0.013 0.007
H -0.031 -0.009 -0.045
H 0.002 0.020 -0.067
H -0.004 -0.061 -0.020
H -0.060 0.030 0.019
N 0.041 -0.058 -0.040
C 0.231 -0.205 0.307
N 0.187 0.675 0.161
C -0.261 0.054 -0.078
C -0.058 0.034 -0.028
C -0.003 -0.006 0.025
C 0.051 0.017 0.021
C -0.027 -0.010 -0.064
C -0.062 0.021 0.031
H -0.016 0.035 -0.038
H -0.267 -0.082 -0.107
H 0.039 -0.021 -0.066
H -0.014 -0.008 -0.012
H -0.025 -0.017 0.000
H -0.024 -0.009 0.025

Values from the calculation:
- Charge: +2
- Energy above the lowest of the compared OMol25 structures with the same formula, charge and spin: 0.6678 eV
- Electronic energy: -92303.20737 eV
- Molecular weight: 864.391 g/mol
- Lowest unoccupied orbital energy: -0.2150 Eh

Results of the Löwdin charge analysis, in e, for atoms 1 through 8:
1 Ir 1.320
2 O -0.670
3 S 1.081
4 C -0.274
5 C -0.221
6 C -0.192
7 C -0.295
8 S 1.045

---

2.
# C33H52BInN8O5SSe2SiTe2

A structure of composition C33H52BInN8O5SSe2SiTe2 at a distorted geometry (ωB97M-V/def2-TZVPD, the OMol25 dataset).

Atoms and positions in Å:
In (0.315237, -1.989357, 0.067250)
C (0.173821, 0.182016, 3.960531)
C (0.786328, -0.547279, 2.940331)
N (-0.064281, -1.412269, 2.385608)
N (-1.246970, -1.226651, 3.021734)
C (-1.119980, -0.293045, 3.972534)
B (-2.449849, -2.201326, 2.916813)
N (-3.015895, -2.263852, 1.491646)
C (-4.300660, -2.029849, 1.170531)
C (-4.500703, -2.429007, -0.133585)
C (-3.236692, -2.887848, -0.541737)
N (-2.355924, -2.782347, 0.443611)
N (-2.002097, -3.574700, 3.450301)
C (-2.642202, -4.309861, 4.385010)
C (-1.920140, -5.466588, 4.582413)
C (-0.827316, -5.335066, 3.701938)
N (-0.886199, -4.196988, 3.031243)
H (0.609143, 0.943026, 4.584578)
H (1.801678, -0.503854, 2.587601)
H (-1.962462, -0.038148, 4.593217)
H (-3.346479, -1.818549, 3.634074)
H (-4.976630, -1.611646, 1.896956)
H (-5.412830, -2.389533, -0.703923)
H (-2.922230, -3.298380, -1.491593)
H (-3.557364, -3.956456, 4.830611)
H (-2.140390, -6.277347, 5.256352)
H (-0.008137, -6.014217, 3.520142)
Se (2.001888, -5.555941, 1.146074)
Te (3.738896, -6.650112, -0.290660)
Te (0.221330, -5.397617, -2.366561)
Se (0.152348, -4.643678, 0.028009)
C (5.086035, 1.922865, 1.840939)
C (5.599127, 0.654679, 1.173524)
N (4.739676, -0.492135, 1.441711)
C (5.046742, -1.239989, 2.654544)
C (6.007575, -2.393358, 2.398259)
C (3.697427, -0.809098, 0.628999)
S (2.833566, -2.240397, 1.005493)
N (3.553032, 0.027821, -0.413457)
C (2.650539, -0.163550, -1.381565)
O (1.786867, -1.047724, -1.509289)
C (2.816206, 0.818592, -2.513680)
C (1.702378, 1.371848, -3.128946)
C (1.849923, 2.290328, -4.158978)
C (3.118682, 2.650297, -4.591532)
C (4.238397, 2.090301, -3.986260)
C (4.086854, 1.185645, -2.946189)
H (5.744423, 2.767703, 1.625191)
H (5.023970, 1.804133, 2.925253)
H (4.092847, 2.152376, 1.460314)
H (6.597970, 0.401572, 1.538790)
H (5.646626, 0.805653, 0.098990)
H (4.117981, -1.627487, 3.070006)
H (5.471337, -0.531188, 3.371293)
H (5.540659, -3.124940, 1.738383)
H (6.258357, -2.895334, 3.334828)
H (6.932651, -2.041706, 1.935248)
H (0.717377, 1.115739, -2.759321)
H (0.969586, 2.728872, -4.612955)
H (3.237365, 3.371113, -5.392089)
H (5.231240, 2.366742, -4.320832)
H (4.950432, 0.749144, -2.462387)
C (-0.643165, 3.077579, 1.446032)
C (0.075107, 3.264642, 0.114650)
C (-0.136450, 4.682745, -0.408741)
C (1.561894, 3.007885, 0.318045)
O (-0.403962, 2.380883, -0.887985)
Si (-1.344652, 1.017138, -0.877470)
O (-0.644033, -0.213684, -0.172600)
O (-1.601530, 0.854771, -2.507276)
C (-1.787880, -0.199681, -3.453894)
C (-3.211913, -0.719433, -3.345378)
C (-0.811423, -1.356574, -3.272756)
C (-1.578506, 0.444494, -4.819752)
O (-2.762436, 1.421435, -0.114482)
C (-3.899619, 2.190448, -0.500411)
C (-5.062936, 1.242224, -0.780675)
C (-4.265554, 3.067034, 0.698657)
C (-3.645689, 3.080441, -1.717443)
H (-0.351669, 3.869055, 2.141609)
H (-0.384636, 2.114304, 1.884126)
H (-1.721590, 3.095275, 1.317729)
H (0.376771, 5.407346, 0.227945)
H (-1.199746, 4.932544, -0.430169)
H (0.258488, 4.760305, -1.423168)
H (1.941584, 3.633673, 1.129855)
H (2.128494, 3.223472, -0.590602)
H (1.728395, 1.961388, 0.576969)
H (-3.411530, -1.047224, -2.327755)
H (-3.366397, -1.567618, -4.015971)
H (-3.924801, 0.065873, -3.607241)
H (-0.880419, -1.765238, -2.265496)
H (0.221773, -1.048350, -3.436427)
H (-1.049573, -2.154690, -3.976393)
H (-2.297635, 1.252769, -4.970019)
H (-1.704906, -0.294440, -5.613864)
H (-0.571487, 0.859939, -4.884913)
H (-5.412301, 0.786594, 0.148153)
H (-4.749399, 0.446400, -1.444891)
H (-5.893741, 1.784868, -1.239604)
H (-4.204103, 2.470744, 1.610391)
H (-5.283305, 3.450636, 0.593565)
H (-3.586065, 3.916129, 0.793396)
H (-3.508277, 2.484793, -2.617740)
H (-2.743754, 3.677116, -1.577343)
H (-4.498505, 3.749942, -1.855995)

Atomic forces in eV per Å
In 0.566 -0.430 0.771
C 0.024 0.027 -0.035
C 0.002 -0.133 -0.034
N -0.083 0.642 0.129
N 0.031 -0.293 -0.119
C -0.027 0.051 -0.014
B 0.223 -0.064 0.062
N -0.129 0.005 0.076
C -0.041 -0.148 -0.080
C 0.091 0.034 -0.058
C 0.034 -0.065 -0.020
N 0.164 0.195 -0.075
N -0.171 0.047 0.002
C 0.047 -0.076 -0.057
C 0.048 0.030 -0.031
C -0.020 -0.051 0.048
N -0.057 0.010 0.056
H 0.004 0.006 0.003
H 0.008 0.041 -0.006
H -0.010 -0.036 0.015
H 0.104 0.176 -0.009
H -0.018 -0.033 0.029
H -0.008 0.019 -0.024
H 0.000 -0.001 0.034
H -0.012 0.014 0.003
H -0.010 -0.002 0.001
H 0.000 -0.002 -0.011
Se 0.578 -0.314 0.577
Te -0.090 0.172 -0.053
Te -0.050 0.158 -0.107
Se -0.616 0.384 -0.685
C 0.009 -0.004 0.022
C -0.064 -0.054 -0.054
N -0.059 0.095 0.161
C 0.024 -0.054 -0.023
C -0.046 -0.027 0.001
C 0.035 -0.048 -0.246
S -0.115 -0.041 -0.091
N -0.162 0.061 0.240
C 0.575 -0.160 -0.150
O -0.655 0.080 0.078
C 0.033 0.059 -0.008
C -0.151 -0.065 0.108
C 0.055 0.004 0.049
C 0.011 -0.004 0.016
C -0.031 0.017 -0.007
C 0.014 0.018 -0.015
H 0.008 -0.003 0.011
H -0.002 -0.001 -0.003
H -0.052 0.028 -0.035
H 0.013 0.007 -0.020
H 0.043 -0.028 -0.013
H 0.010 0.030 0.031
H 0.015 0.007 -0.005
H 0.020 -0.003 -0.017
H 0.011 0.010 0.005
H 0.004 0.005 0.003
H 0.079 0.013 -0.145
H -0.002 0.020 0.007
H 0.003 -0.011 -0.017
H 0.004 -0.013 -0.013
H 0.002 0.014 0.026
C -0.054 -0.033 0.031
C 0.009 -0.059 0.057
C -0.040 0.015 -0.028
C 0.107 -0.057 -0.064
O -0.120 -0.011 -0.093
Si 0.025 0.136 -0.305
O -0.212 0.116 -0.074
O 0.082 0.007 0.300
C -0.026 -0.046 -0.025
C -0.169 0.048 -0.027
C 0.149 0.235 -0.059
C 0.086 0.011 -0.041
O -0.016 -0.255 -0.236
C 0.021 0.032 0.097
C -0.016 0.021 0.150
C 0.023 0.027 0.030
C 0.072 -0.077 0.004
H 0.034 -0.028 0.013
H 0.025 -0.103 0.056
H 0.030 0.080 0.005
H -0.015 0.011 0.007
H -0.002 -0.008 -0.010
H 0.016 -0.002 0.012
H 0.041 0.013 0.000
H -0.017 -0.021 -0.021
H -0.012 -0.034 0.007
H -0.011 -0.046 0.053
H 0.009 0.015 -0.006
H -0.032 0.028 0.016
H -0.144 -0.113 -0.071
H -0.072 -0.018 0.059
H 0.016 -0.042 0.058
H -0.011 0.006 0.016
H 0.001 0.002 -0.007
H -0.020 -0.046 -0.023
H 0.041 -0.040 -0.022
H 0.034 -0.090 -0.117
H -0.015 0.008 0.020
H -0.034 -0.001 -0.007
H 0.004 0.028 -0.013
H -0.008 -0.002 -0.001
H -0.002 -0.032 -0.035
H 0.001 0.008 0.024
H 0.011 0.006 -0.012

Values from the calculation:
- Charge: -2
- Energy above the lowest of the compared OMol25 structures with the same formula, charge and spin: 2.0682 eV
- Electronic energy: -227077.63657 eV
- Molecular weight: 1239.733 g/mol
- Lowest unoccupied orbital energy: 0.1408 Eh

Results of the Löwdin charge analysis, in e, for atoms 1 through 8:
1 In 0.455
2 C -0.071
3 C -0.170
4 N 0.013
5 N 0.000
6 C -0.090
7 B -0.527
8 N -0.024